2 unconnected molecules or ions with the total composition C3H10O2. Source: the OMol25 dataset; level of theory: ωB97M-V/def2-TZVPD.

The total energy is -270.75708 Eh. As for the energy above the lowest of the compared OMol25 structures with the same formula, charge and spin: 9.3 kcal per mole. For the molar mass, the calculation gives 78.1 g/mol. As for the HOMO energy: -9.83 eV. The calculation puts the lowest unoccupied orbital energy at 0.6 eV. The structure (SMILES) is CC(C)O.O.

```
15
Properties=species:S:1:pos:R:3:forces:R:3
C 1.83826 1.29693 -0.10284 0.5 0.3 0.5
C 0.67656 0.36612 0.07579 -1.6 -2.1 -0.6
C 1.04035 -1.05145 -0.48577 0.4 0.8 -0.5
O -0.54230 0.86427 -0.57182 0.7 0.0 0.7
H 2.21239 1.48317 -1.12360 -0.5 -0.3 0.3
H 2.60630 0.73682 0.45663 0.3 0.7 -0.3
H 1.67784 2.26769 0.39564 0.0 -0.4 -0.2
H 0.58538 0.14639 1.15898 -0.6 0.8 -0.3
H 0.27047 -1.83886 -0.42335 0.1 0.6 0.2
H 1.94458 -1.40106 0.04029 -0.3 0.0 -0.2
H 1.29176 -0.88860 -1.54731 0.0 -0.4 0.3
H -1.37466 0.40674 -0.33045 1.0 0.1 0.2
O -3.82688 -0.54882 0.62453 -0.7 -0.8 0.6
H -3.65861 -1.47887 0.89827 -0.2 1.0 -0.3
H -4.74143 -0.36049 0.93500 1.0 -0.2 -0.3
```
Forces are in eV/Å.